Record 1
DFT (ωB97M-V with the def2-TZVPD basis set) results for a structure of composition C13H37F2NiO21P5V at a distorted geometry.

The geometry in XYZ format:
```
80
Properties=species:S:1:pos:R:3:forces:R:3:mulliken_spin:R:1
V 0.2107 3.5602 2.0367 -1.74 -1.85 -1.33 2.963
Ni 2.6525 -2.2997 1.5666 -4.59 -0.61 -1.67 1.863
O -2.9836 0.8992 2.6155 0.73 0.77 -0.15 0.001
C -1.8415 1.1431 3.3724 1.36 -1.89 2.08 -0.001
O -1.4147 0.3239 4.2093 -1.47 -0.50 -1.23 0.004
O -1.2323 2.2189 3.1991 0.66 2.99 -2.03 0.015
H -3.3646 0.0488 2.8463 0.23 -0.15 0.49 0.000
O 0.5451 1.7843 0.8269 0.53 -4.26 -1.42 -0.034
P 0.7736 0.3589 0.2385 -1.92 3.59 0.02 0.023
O 1.4091 -0.7270 1.0249 1.81 -1.14 1.08 0.040
F 1.6245 0.6120 -1.0876 -1.08 -0.66 1.08 0.001
F -0.5909 -0.3460 -0.3229 2.32 1.58 0.63 0.001
C -0.5628 -7.0758 1.6566 -1.06 0.69 0.48 0.000
O 0.2365 -5.8759 1.5335 0.42 2.44 2.21 -0.001
P 0.0892 -4.6840 2.6949 -4.12 -3.89 -1.06 0.010
O 1.0369 -3.5874 2.4510 2.14 1.90 -0.46 0.030
O -1.5464 -4.2799 2.5337 2.88 -0.03 0.91 0.002
C -1.8821 -2.9296 1.9906 1.54 -1.43 0.34 0.000
O 0.2080 -5.4842 4.0852 -0.08 1.63 -0.83 0.003
C 0.1784 -4.8307 5.4156 0.47 -0.34 0.45 0.000
H -1.3885 -7.0818 0.9451 0.74 -0.08 -1.00 0.000
H -1.2096 -6.9747 2.5280 0.73 -0.64 0.74 0.000
H 0.1245 -7.9209 1.6162 -0.50 0.03 0.13 0.000
H -2.9328 -2.9772 1.7046 0.29 0.14 0.04 0.000
H -1.1657 -2.8807 1.1705 -0.67 0.83 -0.46 -0.002
H -1.6196 -2.1992 2.7559 -0.45 0.21 -0.11 0.001
H -0.3231 -3.8638 5.4586 -0.16 -0.20 -0.45 0.000
H 1.1875 -4.7222 5.8130 0.25 0.18 -0.65 0.000
H -0.2517 -5.5188 6.1433 -0.54 -0.10 -0.58 0.000
C 1.3798 -1.9900 -3.1548 0.45 -0.60 0.28 0.000
O 0.5618 -3.0725 -2.6987 0.12 -0.88 2.66 0.003
P 0.9635 -3.8877 -1.3364 -2.63 -2.43 -2.62 0.007
O 1.8212 -3.1385 -0.3641 0.27 -0.05 0.51 0.033
O -0.4919 -4.4535 -0.8692 1.56 2.06 0.06 -0.001
C -1.6615 -4.5880 -1.7259 -0.35 -2.29 -0.65 0.000
O 1.5866 -5.3014 -1.9097 -0.64 3.04 1.77 0.002
C 2.8288 -5.2306 -2.6062 0.48 -1.11 -0.78 0.000
H 1.8151 -1.4750 -2.2984 -0.08 0.22 -0.20 0.000
H 0.7286 -1.3377 -3.7367 0.44 -0.12 -0.15 0.000
H 2.1681 -2.5303 -3.6789 0.14 1.01 -0.66 0.000
H -1.4067 -4.6717 -2.7823 0.22 0.39 0.18 0.000
H -2.5977 -4.0420 -1.6088 0.91 1.48 0.63 0.000
H -2.0530 -5.5686 -1.4555 0.38 -0.34 -0.03 0.000
H 2.7985 -4.5975 -3.4930 -0.40 -0.17 -0.13 0.000
H 2.9215 -6.2838 -2.8715 0.61 0.28 -0.46 0.000
H 3.7241 -4.9243 -2.0652 -0.36 -0.01 0.71 0.000
C -2.4797 1.9372 -1.6510 1.96 0.51 0.64 0.001
O -2.3148 3.3998 -1.6964 -0.04 1.12 0.46 0.001
P -2.3141 4.3568 -0.4230 -2.17 0.36 0.63 0.023
O -1.2807 4.0884 0.6137 0.19 0.24 -0.31 -0.011
O -2.3264 5.9316 -0.8555 1.24 -3.41 0.62 0.000
C -3.2203 6.2748 -1.8794 -1.54 1.10 -1.63 0.000
O -3.8092 4.1575 0.0875 0.49 1.22 -1.44 0.000
C -4.3637 3.1012 0.8112 0.88 -1.35 2.92 0.000
H -1.4824 1.7344 -2.0414 -0.56 -1.19 -0.72 0.000
H -3.3576 1.5457 -2.1650 0.26 0.58 -0.30 0.000
H -2.4328 1.5167 -0.6465 -0.33 0.46 0.23 0.000
H -3.4379 5.4996 -2.6140 0.14 -0.44 0.38 0.000
H -2.8313 7.0858 -2.4951 0.39 0.13 0.44 0.000
H -4.1653 6.6190 -1.4591 0.05 -0.11 0.13 0.000
H -4.0951 2.0659 0.6008 -0.03 0.16 -1.30 0.000
H -5.4361 3.1404 1.0018 0.14 0.67 -0.58 0.000
H -3.8413 3.1474 1.7668 -0.54 0.12 0.57 0.000
C 1.2717 4.5181 -2.6123 -2.06 1.15 -0.67 0.000
O 2.3482 3.9443 -1.8990 0.46 -0.22 -0.10 0.001
P 2.7316 4.4988 -0.4779 1.13 1.37 1.20 0.008
O 1.6843 4.3360 0.5992 1.31 0.07 -0.83 0.013
O 4.1845 3.7904 -0.2210 -2.02 2.67 -1.17 0.001
C 4.3201 2.4905 0.2538 -0.23 -0.59 1.54 -0.001
O 3.0590 6.0835 -0.6767 -2.31 -3.94 2.96 0.000
C 4.0026 6.5043 -1.5518 1.53 1.28 -2.86 0.000
H 1.4227 5.4489 -3.1591 1.24 0.34 0.50 0.000
H 0.4564 4.7676 -1.9333 -0.14 -0.33 0.09 0.000
H 0.8719 3.9408 -3.4460 0.40 -1.06 0.58 0.000
H 4.4452 2.5703 1.3336 -0.09 -0.19 0.23 0.000
H 5.2549 2.0496 -0.0922 -0.41 -0.07 -0.59 0.000
H 3.3889 1.9541 0.0714 0.44 -0.60 -0.26 0.001
H 4.3117 5.7647 -2.2904 0.01 -0.39 0.13 0.000
H 4.9100 6.8853 -1.0831 -0.26 0.13 0.20 0.000
H 3.4714 7.2545 -2.1375 0.65 0.51 -0.06 0.000
```
Forces are in eV/Å.

HOMO (alpha / beta): -12.7 / -12.7 eV
charge: +2
frontier orbital gap (alpha / beta): 4.29 / 3.16 eV
strongest force on any atom: 5.77 eV/Å
multiplicity: 6


Record 2
DFT (ωB97M-V with the def2-TZVPD basis set) results for the molecule C12H13NO2 at a distorted geometry.

The geometry in XYZ format:
```
28
Properties=species:S:1:pos:R:3:forces:R:3:lowdin_charge:R:1
C -0.1357 -0.8742 1.7784 1.87 0.06 0.45 -0.096
C -2.8267 -0.4819 -2.4793 1.21 -0.22 0.55 -0.099
C -1.7284 -1.2657 -2.0812 0.51 1.56 3.62 -0.038
C -3.3310 0.4471 -1.5877 -0.30 0.85 -0.12 -0.095
C -1.1893 -1.0438 -0.7499 -1.77 1.96 -2.06 0.005
C -2.8455 0.6545 -0.2971 1.57 -1.21 -0.95 -0.043
C -1.7124 -0.0217 0.1350 -0.32 -3.20 -3.45 -0.261
C 2.2060 -1.1496 1.8961 0.82 1.61 -0.85 -0.168
C 2.2784 -0.1053 0.7996 0.28 0.51 -0.37 -0.269
C 2.8199 -0.4158 -0.5640 -0.40 -2.59 1.18 -0.035
C -0.9989 0.0514 1.3420 -0.57 0.77 4.72 -0.090
C 1.7626 1.0979 1.0758 -0.13 -0.30 2.65 -0.172
N 0.8394 -1.5359 2.1565 -3.31 0.58 -0.07 0.100
O 0.5983 3.0453 0.5748 1.76 0.59 1.80 0.020
O 1.7045 2.1632 0.2783 -0.17 1.02 -2.33 -0.065
H -3.1157 -0.4159 -3.5112 -0.32 -0.35 -0.23 0.094
H -1.1385 -1.9004 -2.6804 0.12 -0.71 -1.01 0.079
H -4.0282 1.1831 -1.9842 -0.23 -0.31 0.22 0.104
H -0.2048 -1.3299 -0.4540 0.40 -1.09 -0.30 0.079
H -3.1262 1.4439 0.2995 -1.30 1.72 1.11 0.081
H 2.6413 -0.6355 2.7940 -0.21 -1.38 -0.43 0.139
H 2.6845 -2.0533 1.5065 0.48 0.19 0.81 0.119
H 2.6237 0.4412 -1.1236 -0.03 0.86 -1.75 0.057
H 3.8334 -0.7798 -0.6043 1.13 1.03 0.51 0.074
H 2.4687 -1.4019 -0.9485 -1.14 0.90 -0.18 0.092
H -1.4134 0.7085 2.2211 0.97 -1.00 -1.76 0.165
H 1.4999 1.3971 2.1122 -0.11 -0.61 -0.56 0.150
H -0.1660 2.7773 0.0956 -0.81 -1.24 -1.20 0.071
```
Forces are in eV/Å.

structure (SMILES): C/C(=C\OO)CN=C=Cc1ccccc1
HOMO: -8.0 eV
frontier orbital gap: 8.58 eV
strongest force on any atom: 4.82 eV/Å


Record 3
DFT (ωB97M-V with the def2-TZVPD basis set) results for a cluster of 2 separate species, C3H7O3 in total at a distorted geometry.

The geometry in XYZ format:
```
13
Properties=species:S:1:pos:R:3:forces:R:3:lowdin_charge:R:1
C -0.6671 -2.1962 -1.3346 0.64 -0.32 1.21 -0.050
C -0.1509 -1.1321 -0.2838 0.52 -0.37 -1.50 -0.740
O 0.2570 -0.0739 -0.8443 -0.38 0.14 0.09 -0.091
O -0.0488 -1.4631 0.8981 -0.37 -0.10 0.41 -0.055
H -1.1530 -1.7673 -2.1938 -0.35 0.32 -0.16 0.039
H -1.2764 -2.9510 -0.8215 -0.03 0.16 -0.26 0.049
H 0.2352 -2.7050 -1.7095 -0.18 0.10 0.13 0.057
C 0.4199 2.1867 1.3928 -1.24 0.39 -1.88 -0.196
O 1.1746 2.1466 0.1626 -0.20 -1.11 1.36 -0.195
H 0.8227 1.2828 -0.2166 0.54 0.15 -0.36 0.002
H 0.7635 3.0551 1.9295 -0.01 0.12 0.61 0.050
H -0.6067 2.3320 1.0246 -0.28 0.68 0.51 0.063
H 0.2300 1.2853 1.9965 1.34 -0.14 -0.16 0.067
```
Forces are in eV/Å.

HOMO: -4.6 eV
charge: -1
frontier orbital gap: 8.95 eV
strongest force on any atom: 2.28 eV/Å